The following is a DFT calculation (ωB97M-V with the def2-TZVPD basis set) of C51H55HoN7 as an isolated structure in a non-equilibrium geometry.

Values from the calculation:
* DFT total energy: -3307.7351 hartree
* orbital gap (spin up / spin down): 5.0 / 5.0 eV
* lowest unoccupied orbital energy (spin up / spin down): -3.77 / -3.76 eV
* spin multiplicity: 5
* expectation value of S²: 6.004
* strongest force on any atom: 3.64 eV/Å
* total charge: +1

CARTESIAN COORDINATES (ANGSTROEM)
Ho  -0.08  -0.03  0.00
C  1.19  5.81  -2.14
C  1.97  5.53  -0.88
C  2.02  4.03  -0.66
C  3.06  3.19  -0.90
C  4.40  3.55  -1.44
C  5.39  4.18  -0.44
C  2.61  1.88  -0.48
C  3.44  0.78  -0.33
C  3.32  -0.42  0.31
C  4.28  -1.49  0.60
C  5.69  -1.56  0.07
C  5.74  -2.13  -1.39
C  3.57  -2.45  1.32
C  2.27  -1.95  1.40
C  -1.35  -3.52  -0.54
C  -2.21  -2.65  0.01
N  -2.11  -1.23  -0.04
C  -3.33  -0.82  0.35
C  -3.77  0.49  0.54
C  -3.05  1.60  0.74
N  -1.78  1.81  0.36
C  -1.57  3.15  0.46
C  -0.37  3.79  0.18
C  0.90  3.21  -0.19
N  1.27  1.94  -0.01
C  -2.74  3.81  1.12
C  -3.70  2.87  1.35
C  -5.08  2.90  1.91
C  -6.03  3.07  0.72
C  -2.90  5.26  1.44
C  -2.01  5.73  2.54
C  -4.25  -1.94  0.55
C  -3.52  -3.09  0.45
C  -4.04  -4.46  0.55
C  -5.07  -4.77  -0.54
C  -5.64  -1.86  1.04
C  -5.86  -2.04  2.55
N  2.09  -0.80  0.75
C  4.13  -3.72  1.85
C  3.81  -4.92  0.92
H  1.21  6.88  -2.43
H  0.12  5.50  -2.09
H  1.73  5.30  -2.96
H  1.50  6.06  0.01
H  3.00  5.97  -0.91
H  4.17  4.29  -2.21
H  4.89  2.61  -1.93
H  4.93  5.04  0.01
H  6.33  4.46  -0.96
H  5.72  3.47  0.27
H  4.42  0.98  -0.77
H  6.23  -2.23  0.70
H  6.17  -0.60  0.17
H  5.46  -3.18  -1.49
H  6.80  -2.14  -1.67
H  5.19  -1.57  -2.12
H  -1.52  -4.56  -0.47
H  -4.84  0.56  0.68
H  -0.40  4.83  0.14
H  -5.18  3.74  2.58
H  -5.25  1.98  2.49
H  -5.86  4.09  0.25
H  -7.11  3.06  1.00
H  -5.93  2.28  -0.02
H  -3.98  5.45  1.67
H  -2.75  5.95  0.61
H  -1.97  5.07  3.40
H  -2.30  6.74  2.87
H  -1.00  5.77  2.17
H  -4.56  -4.51  1.50
H  -3.27  -5.20  0.64
H  -5.75  -3.95  -0.67
H  -5.62  -5.65  -0.21
H  -4.55  -4.88  -1.53
H  -6.25  -2.57  0.48
H  -6.07  -0.95  0.72
H  -5.37  -2.87  2.97
H  -6.91  -2.16  2.80
H  -5.49  -1.16  3.17
H  3.71  -3.97  2.86
H  5.21  -3.60  1.93
H  2.75  -5.06  0.83
H  4.35  -5.79  1.26
H  4.18  -4.76  -0.08
C  1.31  2.18  -3.91
C  2.33  1.33  -4.33
C  2.40  0.09  -3.81
C  1.48  -0.37  -2.84
N  0.52  0.43  -2.44
C  0.44  1.66  -2.95
C  1.42  -1.79  -2.30
C  2.07  -2.85  -2.94
C  1.55  -4.11  -2.78
C  0.53  -4.30  -1.88
C  -0.09  -3.22  -1.22
N  0.40  -1.97  -1.44
C  1.08  -2.49  2.02
C  0.97  -3.78  2.58
C  -0.24  -4.18  3.15
C  -1.29  -3.32  3.20
C  -1.15  -2.05  2.62
N  -0.02  -1.66  1.99
H  1.21  3.22  -4.25
H  3.09  1.75  -4.99
H  3.19  -0.62  -4.18
H  -0.29  2.33  -2.47
H  2.84  -2.69  -3.69
H  1.96  -4.98  -3.38
H  0.11  -5.29  -1.80
H  1.81  -4.47  2.59
H  -0.30  -5.13  3.59
H  -2.20  -3.72  3.54
H  -1.97  -1.40  2.63